Here is a molecular structure, C30H25BrF4N6P2Pb in a non-equilibrium geometry from OMol25. Energies are from ωB97M-V/def2-TZVPD.

Computed properties:
**Max |F|**: 0.0458 hartree/bohr
**E_HOMO**: -12.9147 eV
**Total charge**: +2
**Gap between HOMO and LUMO**: 7.2 eV

```
69
C30H25BrF4N6P2Pb (ωB97M-V/def2-TZVPD)
Pb -0.645 0.600 -0.129
C -6.277 1.738 -0.492
N -4.904 2.160 -0.498
C -4.460 3.458 -0.860
C -3.117 3.389 -0.756
N -2.707 2.137 -0.407
C -3.829 1.421 -0.262
P -3.954 -0.304 0.282
C -2.927 -0.280 1.777
N -1.724 0.327 1.963
C -1.304 -0.044 3.209
C -2.222 -0.841 3.808
N -3.259 -0.975 2.873
C -4.491 -1.725 3.025
C -3.075 -1.249 -0.999
N -1.934 -0.836 -1.572
C -1.606 -1.853 -2.509
C -2.546 -2.834 -2.467
N -3.473 -2.403 -1.506
C -4.760 -3.029 -1.168
H -6.902 2.640 -0.442
H -6.493 1.154 0.406
H -6.535 1.133 -1.400
H -5.123 4.230 -1.216
H -2.352 4.138 -0.901
H -0.401 0.315 3.649
H -2.299 -1.316 4.785
H -4.746 -1.731 4.094
H -4.402 -2.776 2.614
H -5.304 -1.226 2.469
H -0.712 -1.783 -3.118
H -2.659 -3.758 -3.032
H -4.772 -4.056 -1.595
H -5.589 -2.413 -1.582
H -4.879 -3.124 -0.081
F 4.960 -4.942 1.373
C 4.391 -3.746 1.005
C 5.223 -2.698 0.628
F 6.584 -2.860 0.606
C 4.653 -1.437 0.360
F 5.529 -0.409 0.136
C 3.263 -1.246 0.325
P 2.470 0.232 -0.216
C 3.214 0.564 -1.816
C 2.517 0.138 -2.952
C 3.037 0.399 -4.218
C 4.215 1.114 -4.354
C 4.885 1.572 -3.214
C 4.376 1.339 -1.945
C 3.016 1.568 0.888
C 3.102 2.875 0.392
C 3.659 3.877 1.230
C 3.996 3.581 2.541
C 3.871 2.262 3.007
C 3.290 1.273 2.225
C 2.477 -2.348 0.682
Br 0.619 -2.252 0.695
C 3.003 -3.586 0.970
F 2.221 -4.671 1.271
H 1.576 -0.392 -2.826
H 2.468 0.012 -5.055
H 4.600 1.338 -5.366
H 5.850 2.089 -3.268
H 4.948 1.630 -1.084
H 2.833 3.057 -0.648
H 3.833 4.863 0.841
H 4.432 4.327 3.209
H 4.212 1.947 4.014
H 3.058 0.250 2.601
```